Entry 1:
Computed, not measured: a structure of composition C5H7HgO3 in a non-equilibrium geometry, with the ωB97M-V functional and the def2-TZVPD basis.

Calculated values
energy relative to the best compared isomer or geometry (same formula, charge and spin)	6.752	eV
orbital gap (spin up / spin down)	4.718 / 7.337	eV
2S+1	2
net charge	+2
total energy	-15587.0315	eV
lowest unoccupied orbital energy (spin up / spin down)	-11.32 / -11.26	eV
E_HOMO (spin up / spin down)	-16.0340 / -18.5991	eV

```
16
C5H7HgO3, DFT the ωB97M-V functional and the def2-TZVPD basis
Hg -2.7095 -1.8009 0.9238
O -1.1574 -1.0999 1.9089
O 0.2510 0.3689 0.9035
O -1.3982 -0.7175 -0.1917
C 2.7046 1.5632 1.9163
C 2.2241 0.3880 1.5347
C -0.7160 -0.4209 0.9555
C -1.7047 -0.9202 -2.5614
C -0.9654 -0.2146 -1.5007
H 2.8757 0.8544 0.4634
H 1.9547 2.3736 1.9646
H 3.4188 1.5690 2.7538
H -1.9141 -0.4068 -3.4988
H 0.1192 -0.4017 -1.5556
H -1.8389 -2.0012 -2.5047
H -1.1438 0.8667 -1.5117
```

Entry 2:
Computed, not measured: the molecule C5H7IN2O in a non-equilibrium geometry, with the ωB97M-V functional and the def2-TZVPD basis.

Calculated values
energy relative to the best compared isomer or geometry (same formula, charge and spin)	0.000	eV
orbital gap	8.064	eV
SMILES	CCc1[nH]c(=O)[nH]c1I
total energy	-18426.3807	eV
lowest unoccupied orbital energy	0.33	eV
E_HOMO	-7.7386	eV

```
16
C5H7IN2O, DFT the ωB97M-V functional and the def2-TZVPD basis
I 2.8118 -1.0199 0.2582
O 0.2880 3.6335 0.0067
N -0.5422 1.5389 0.0531
N 1.5810 1.6718 0.1007
C 1.2338 0.3466 0.0463
C -1.0991 -0.9036 -0.0701
C -0.5780 -2.3501 -0.1029
C -0.1720 0.2321 -0.0283
C 0.4876 2.4522 0.0840
H -0.0151 -2.2834 0.8056
H -0.1298 -2.6032 -1.0392
H -1.4787 2.0335 0.0749
H -1.7010 -0.6925 -0.9614
H -1.8043 -1.0014 0.7486
H 2.5534 2.0334 -0.0758
H -1.4352 -3.0878 0.0996
```

Entry 3:
Computed, not measured: the molecule C5H7N, with the ωB97M-V functional and the def2-TZVPD basis.

Calculated values
energy relative to the best compared isomer or geometry (same formula, charge and spin)	5.440	eV
orbital gap	8.686	eV
total energy	-6783.0723	eV
lowest unoccupied orbital energy	0.50	eV
E_HOMO	-8.1818	eV

```
13
C5H7N, DFT the ωB97M-V functional and the def2-TZVPD basis
N -2.0708 -1.0899 0.5754
C 0.2869 1.3549 -0.6471
C 0.0332 -0.1186 -0.4119
C 1.1610 -1.0534 -0.0400
C -1.1906 -0.6118 -0.1295
C -0.3920 1.1277 0.6608
H -0.1988 1.8644 -1.4780
H 0.8281 -1.7850 0.7027
H 1.9734 -0.4642 0.3906
H -1.4513 1.3703 0.4506
H 1.5214 -1.5856 -0.9246
H -1.8606 -0.5533 1.4479
H 1.3601 1.5444 -0.5968
```

Entry 4:
Computed, not measured: the molecule C5H7N in a non-equilibrium geometry, with the ωB97M-V functional and the def2-TZVPD basis.

Calculated values
energy relative to the best compared isomer or geometry (same formula, charge and spin)	1.230	eV
orbital gap	11.974	eV
SMILES	N#CCC1CC1
total energy	-6787.2827	eV
lowest unoccupied orbital energy	0.96	eV
E_HOMO	-11.0144	eV

```
13
C5H7N, DFT the ωB97M-V functional and the def2-TZVPD basis
N -1.9508 0.7024 -2.2504
C -0.0591 -0.5216 0.2181
C -0.9544 0.2546 -1.8719
C 0.2495 -0.3017 -1.2471
C -0.4205 0.6354 1.0968
C 0.9102 -0.1381 1.2805
H -0.3911 1.6632 0.7245
H 1.0843 0.3981 -1.3742
H -1.3140 0.5049 1.7157
H 1.8469 0.3083 0.9317
H 0.5311 -1.2364 -1.7439
H -0.6226 -1.4254 0.4280
H 1.0905 -0.8438 2.0921
```

Entry 5:
Computed, not measured: a structure of composition C5H7N, with the ωB97M-V functional and the def2-TZVPD basis.

Calculated values
energy relative to the best compared isomer or geometry (same formula, charge and spin)	2.954	eV
orbital gap	10.537	eV
total energy	-6785.5583	eV
lowest unoccupied orbital energy	1.16	eV
E_HOMO	-9.3734	eV

```
13
C5H7N, DFT the ωB97M-V functional and the def2-TZVPD basis
N 0.2326 -0.4815 -1.2758
C 1.1795 0.1049 -0.3195
C 0.4138 -1.1497 0.0398
C -0.7803 0.4043 -0.4469
C -0.9626 -0.7467 0.5374
C 0.3347 1.2712 0.1479
H 2.2369 0.1679 -0.5369
H -1.5487 0.8369 -1.0757
H -1.7689 -1.4032 0.1957
H 0.4439 2.2537 -0.3192
H -1.0622 -0.5320 1.6071
H 0.8911 -2.1124 0.2111
H 0.3903 1.3867 1.2350
```

Entry 6:
Computed, not measured: the molecule C5H7N, with the ωB97M-V functional and the def2-TZVPD basis.

Calculated values
energy relative to the best compared isomer or geometry (same formula, charge and spin)	2.837	eV
orbital gap	10.354	eV
SMILES	C#C[C@@H]1N[C@@H]1C
total energy	-6785.6754	eV
lowest unoccupied orbital energy	1.12	eV
E_HOMO	-9.2358	eV

```
13
C5H7N, DFT the ωB97M-V functional and the def2-TZVPD basis
N -0.5001 1.5785 -0.0785
C -1.1890 -0.8480 0.6339
C -1.0087 0.2483 -0.3887
C 1.5352 0.0902 -0.3158
C 0.3340 0.6706 -0.8785
C 2.5588 -0.3900 0.1016
H -0.1154 1.6284 0.8612
H -1.7980 0.2821 -1.1383
H -0.4663 -0.7763 1.4528
H 0.4339 0.9710 -1.9187
H 3.4732 -0.8131 0.4556
H -2.1989 -0.8156 1.0567
H -1.0586 -1.8261 0.1569
```

Entry 7:
Computed, not measured: the molecule C5H7N in a non-equilibrium geometry, with the ωB97M-V functional and the def2-TZVPD basis.

Calculated values
energy relative to the best compared isomer or geometry (same formula, charge and spin)	1.680	eV
orbital gap	10.235	eV
SMILES	C1=C[C@@H]2N[C@@H]2C1
total energy	-6786.8323	eV
lowest unoccupied orbital energy	1.16	eV
E_HOMO	-9.0730	eV

```
13
C5H7N, DFT the ωB97M-V functional and the def2-TZVPD basis
N 1.3977 0.0551 -0.7775
C 0.7534 0.8479 0.3096
C -0.6252 1.2675 -0.0202
C -1.3951 0.1999 -0.2415
C 0.7168 -0.6310 0.3255
C -0.6596 -1.0985 -0.0322
H -2.4328 0.2382 -0.5249
H 1.3515 1.4516 0.9799
H -1.0058 2.3001 -0.2081
H -0.6498 -1.7211 -0.9497
H 2.3990 -0.0004 -0.6197
H -1.1534 -1.7096 0.7357
H 1.3034 -1.1998 1.0230
```

Entry 8:
Computed, not measured: a structure of composition C5H7N in a non-equilibrium geometry, with the ωB97M-V functional and the def2-TZVPD basis.

Calculated values
energy relative to the best compared isomer or geometry (same formula, charge and spin)	3.453	eV
orbital gap	9.346	eV
total energy	-6785.0597	eV
lowest unoccupied orbital energy	0.93	eV
E_HOMO	-8.4158	eV

```
13
C5H7N, DFT the ωB97M-V functional and the def2-TZVPD basis
N -1.5029 2.0103 1.4688
C 0.0537 -0.3445 -0.4849
C -1.0962 0.2000 -0.8628
C -0.8579 1.1363 0.9097
C 0.3615 0.2447 0.8757
C 0.9224 -1.3435 -1.1779
H 1.9711 -1.0474 -1.1024
H -1.1842 2.3959 2.3565
H 0.3593 -0.4863 1.6915
H -1.7861 0.1720 -1.6739
H 0.8150 -2.3264 -0.7103
H 0.6490 -1.4251 -2.2299
H 1.2953 0.8139 0.9398
```

What did the seventh record say?
Computed, not measured: the molecule C5H7N in a non-equilibrium geometry, with the ωB97M-V functional and the def2-TZVPD basis.

Calculated values
energy relative to the best compared isomer or geometry (same formula, charge and spin)	1.680	eV
orbital gap	10.235	eV
SMILES	C1=C[C@@H]2N[C@@H]2C1
total energy	-6786.8323	eV
lowest unoccupied orbital energy	1.16	eV
E_HOMO	-9.0730	eV

```
13
C5H7N, DFT the ωB97M-V functional and the def2-TZVPD basis
N 1.3977 0.0551 -0.7775
C 0.7534 0.8479 0.3096
C -0.6252 1.2675 -0.0202
C -1.3951 0.1999 -0.2415
C 0.7168 -0.6310 0.3255
C -0.6596 -1.0985 -0.0322
H -2.4328 0.2382 -0.5249
H 1.3515 1.4516 0.9799
H -1.0058 2.3001 -0.2081
H -0.6498 -1.7211 -0.9497
H 2.3990 -0.0004 -0.6197
H -1.1534 -1.7096 0.7357
H 1.3034 -1.1998 1.0230
```

Look up the energy relative to the best compared isomer or geometry (same formula, charge and spin) of the fifth one. 2.954 eV

Look up the energy relative to the best compared isomer or geometry (same formula, charge and spin) of the second one. 0.000 eV

What did the eighth record say?
Computed, not measured: a structure of composition C5H7N in a non-equilibrium geometry, with the ωB97M-V functional and the def2-TZVPD basis.

Calculated values
energy relative to the best compared isomer or geometry (same formula, charge and spin)	3.453	eV
orbital gap	9.346	eV
total energy	-6785.0597	eV
lowest unoccupied orbital energy	0.93	eV
E_HOMO	-8.4158	eV

```
13
C5H7N, DFT the ωB97M-V functional and the def2-TZVPD basis
N -1.5029 2.0103 1.4688
C 0.0537 -0.3445 -0.4849
C -1.0962 0.2000 -0.8628
C -0.8579 1.1363 0.9097
C 0.3615 0.2447 0.8757
C 0.9224 -1.3435 -1.1779
H 1.9711 -1.0474 -1.1024
H -1.1842 2.3959 2.3565
H 0.3593 -0.4863 1.6915
H -1.7861 0.1720 -1.6739
H 0.8150 -2.3264 -0.7103
H 0.6490 -1.4251 -2.2299
H 1.2953 0.8139 0.9398
```